[1]
DFT (ωB97M-V/def2-TZVPD) results for a molecular structure, C22H23N4O4PdSeTe.

Positions of all 56 atoms, in Å:
1 Se -2.15621 0.69557 -3.07911
2 H 0.73305 -6.56892 -2.04707
3 O 0.01982 3.41595 0.62494
4 C -1.40631 3.21515 3.38897
5 H 1.01690 -2.08166 1.79367
6 C 0.94597 -6.03811 -1.12168
7 H -0.64980 -1.53592 1.83170
8 H 3.20645 4.93456 -0.42548
9 H -0.70191 3.94507 5.26973
10 C 0.22226 -1.65958 1.18213
11 C 1.80815 2.72604 -0.68505
12 C 1.75253 -0.59164 -2.16627
13 H -0.85502 -5.01529 -2.87921
14 H 0.72600 -0.90574 -2.01384
15 H -2.29105 3.18511 1.01134
16 H 0.54193 -0.66584 0.85879
17 Pd -0.62594 1.57708 0.14958
18 H -1.83503 -0.18192 5.18544
19 C -2.26929 -2.77112 -3.13789
20 C -0.08648 -2.56332 0.01869
21 C -0.99298 -2.22643 -0.99934
22 O 1.71432 4.83742 0.35119
23 H -2.42547 -3.63102 -3.78521
24 C -1.22627 1.86799 5.37662
25 H -3.24191 -2.47482 -2.73751
26 N 1.16334 1.51729 -0.89074
27 H 2.40177 -1.29789 -1.64602
28 Te -2.06395 -0.42622 -0.74682
29 C -1.29069 -3.10092 -2.04857
30 H 0.60545 -6.65677 -0.29002
31 H -1.27549 4.15816 2.87579
32 C -2.74316 2.22350 -2.23090
33 H -1.90213 -1.96526 -3.77785
34 C -1.70942 0.76695 4.68223
35 C 0.27015 -4.69900 -1.08848
36 H 3.86540 1.21140 -2.49349
37 N -3.12095 3.13771 -1.64396
38 C -0.63828 -4.32796 -2.07039
39 C 1.16986 3.76535 0.14383
40 H -0.96984 1.77631 6.42286
41 C 1.96239 0.78377 -1.65605
42 C 0.52794 -3.80430 -0.05415
43 C 3.00260 2.71622 -1.33125
44 H 1.98227 -0.63850 -3.23079
45 C -1.07666 3.08627 4.73030
46 C 4.14401 3.66359 -1.52033
47 N 3.07121 1.49105 -1.93202
48 H -3.12389 1.78683 1.12149
49 C -2.03732 0.88353 3.34146
50 H 1.22699 -4.08245 0.72604
51 H 2.02667 -5.93106 -1.02625
52 O 5.07212 3.29471 -2.19342
53 H -2.42144 0.02910 2.79258
54 O 4.05724 4.83347 -0.93653
55 C -1.88428 2.10844 2.70876
56 N -2.21561 2.20810 1.29757

Force components x, y, z for each atom (eV/Å):
Se 0.026 -0.106 0.049
H 0.001 -0.003 -0.003
O -0.046 -0.031 0.137
C 0.033 -0.015 -0.022
H -0.007 -0.029 0.006
C 0.006 -0.011 0.002
H 0.030 0.055 -0.004
H 0.026 0.016 -0.011
H 0.000 0.005 0.002
C -0.009 -0.074 0.028
C 0.071 -0.018 -0.045
C -0.017 -0.014 0.001
H -0.001 -0.004 -0.004
H 0.015 0.030 -0.023
H 0.035 -0.010 0.009
H 0.021 -0.042 0.020
Pd -0.088 0.217 -0.374
H -0.002 -0.007 0.007
C -0.017 0.030 -0.014
C 0.008 0.007 -0.019
C 0.057 0.058 0.083
O -0.024 -0.033 -0.067
H -0.029 -0.010 0.021
C 0.007 0.015 -0.002
H 0.003 0.034 0.003
N 0.027 -0.072 0.051
H -0.008 -0.010 0.005
Te -0.090 0.078 0.027
C -0.027 0.027 0.055
H 0.000 -0.003 0.002
H -0.004 0.012 -0.016
C 0.097 -0.213 -0.142
H 0.007 0.018 -0.012
C 0.000 -0.004 -0.007
C -0.001 0.008 -0.011
H -0.004 0.005 0.001
N -0.052 0.141 0.163
C 0.041 0.007 -0.017
C 0.099 0.091 0.136
H -0.001 -0.002 0.007
C -0.032 -0.011 -0.049
C 0.017 0.020 -0.015
C -0.018 0.021 -0.024
H 0.004 -0.002 0.004
C -0.003 -0.034 0.012
C -0.016 -0.043 0.013
N -0.028 -0.024 0.012
H 0.035 -0.033 -0.061
C -0.020 0.002 -0.007
H 0.005 -0.012 0.008
H 0.003 -0.001 0.003
O 0.002 0.022 0.002
H -0.013 0.019 0.018
O -0.056 0.000 0.028
C -0.029 -0.038 0.036
N -0.035 -0.032 -0.001

Gap between HOMO and LUMO (eV): 7.348
Total charge: +1
ΔE to the lowest compared entry with this formula, charge and spin (kJ/mol): 0.0
Energy (eV): -113453.2946

Here are the Mulliken charges for atoms 1 to 4, given in e:
1. Se 0.035
2. H 0.376
3. O -0.537
4. C -0.361

[2]
DFT (ωB97M-V/def2-TZVPD) results for a single C2H3F3OSi molecule.

Positions of all 10 atoms, in Å:
1 C -1.34682 0.32643 0.01247
2 F -1.55503 0.84272 -1.20928
3 F -0.96125 1.35845 0.79529
4 O -0.60039 -1.98224 0.02690
5 F -2.51347 -0.10183 0.47617
6 H 2.41526 -1.18520 -0.29518
7 H 1.69528 0.51258 1.30947
8 Si 1.54708 -0.04733 -0.03041
9 H 1.56188 0.99043 -1.05730
10 C -0.24253 -0.71401 -0.02812

Force components x, y, z for each atom (eV/Å):
C -0.911 0.639 0.081
F 0.148 -0.185 -0.197
F 0.206 -0.088 0.094
O 1.932 6.497 -0.346
F 0.154 -0.247 -0.028
H 0.236 -0.117 -0.067
H 0.206 0.108 0.197
Si -0.327 -0.290 -0.006
H 0.157 0.184 -0.159
C -1.801 -6.500 0.431

Gap between HOMO and LUMO (eV): 9.858
SMILES: O=C([SiH3])C(F)(F)F
ΔE to the lowest compared entry with this formula, charge and spin (kJ/mol): 0.0
Energy (eV): -20198.8431

Here are the Mulliken charges for atoms 1 to 4, given in e:
1. C 0.777
2. F -0.231
3. F -0.255
4. O -0.477

[3]
DFT (ωB97M-V/def2-TZVPD) results for a molecular structure, C23H18Br2PSe4Y.

Positions of all 49 atoms, in Å:
1 Y -1.77636 -1.40973 -1.35741
2 C -2.28465 -0.45451 3.93526
3 P 0.94223 -0.21274 -0.22543
4 C 0.13733 1.01474 -2.63026
5 C -2.32009 -4.95372 -0.26088
6 Se -0.40936 -2.90050 -3.21669
7 H -2.04685 3.72592 -0.89169
8 C -0.06493 0.49074 4.28329
9 C 2.96836 1.67453 -0.75465
10 C -2.99728 -1.11641 1.72906
11 C -0.52258 1.98466 -3.39049
12 Se -4.01997 0.10880 -1.97151
13 H 1.88014 1.39601 4.34462
14 H 3.48074 -1.66513 -0.51135
15 H -4.15594 -1.35883 3.49807
16 C 5.02085 -0.18463 -0.72883
17 H -1.81693 3.71649 -3.40688
18 H 5.78366 -0.95323 -0.71556
19 H 6.37837 1.49818 -0.99038
20 C -0.77306 -0.24591 1.97164
21 C -1.45671 2.96830 -1.38579
22 Se -3.87519 -1.21740 -3.86863
23 C 0.51844 0.14066 1.50319
24 Br -3.63753 -3.67850 -1.03029
25 H -2.04553 -5.66014 -1.06220
26 C -0.84692 1.96427 -0.59319
27 C 5.34739 1.17578 -0.90376
28 H 2.16633 2.39863 -0.76293
29 C -1.31902 2.96491 -2.77770
30 C 0.02422 1.05065 -1.19985
31 H -2.81740 -5.43308 0.57467
32 H -0.43756 1.90592 -4.46964
33 Br -0.71232 -4.01802 0.42269
34 Se -1.56056 -1.38292 -4.55654
35 C 3.70600 -0.61807 -0.57892
36 C -1.01554 -0.10659 3.40929
37 C 4.28946 2.09472 -0.92709
38 H 4.49955 3.16548 -1.03738
39 H -1.00009 1.95221 0.46672
40 C 1.12633 0.92917 3.72939
41 H 0.70452 0.21167 -3.13914
42 C 2.66567 0.31989 -0.51554
43 C 1.41795 0.72316 2.36267
44 C -1.78532 -0.81147 1.16152
45 C -3.23311 -0.99237 3.11915
46 H -2.45364 -0.31535 4.99584
47 H 2.39938 0.94126 1.95455
48 H -3.82266 -1.46119 1.07319
49 H -0.24976 0.63370 5.32577

Force components x, y, z for each atom (eV/Å):
Y 0.393 1.074 0.878
C 0.297 -0.417 -0.202
P -0.604 -0.568 -0.516
C -0.268 0.205 0.760
C 0.256 0.322 -0.301
Se 0.118 -0.377 0.037
H -0.161 0.010 -0.045
C 1.141 0.254 -1.950
C 0.425 -0.492 0.374
C -0.235 -0.177 -0.072
C -0.097 -0.399 0.397
Se 0.266 0.147 0.322
H 0.056 0.062 0.131
H -0.008 -0.348 0.161
H -0.751 0.016 0.440
C 0.193 0.260 -0.205
H 0.220 -0.366 0.451
H 0.191 0.174 -0.083
H -0.110 -0.047 -0.056
C -0.014 -0.366 2.122
C 0.284 -0.839 -0.025
Se 0.553 -0.593 -0.383
C -0.044 0.297 0.181
Br 0.441 -0.645 0.385
H -0.021 0.587 0.465
C 0.193 0.925 -1.530
C -1.129 -0.701 0.336
H -0.004 0.108 0.012
C 0.398 -0.077 0.063
C -0.405 -0.343 -0.666
H 0.105 0.072 -0.034
H -0.104 0.223 0.088
Br -0.929 -0.526 -0.526
Se -0.656 0.384 0.058
C -0.163 1.018 0.153
C -0.245 0.662 -0.503
C 0.210 0.123 0.051
H -0.106 -0.468 -0.067
H 0.012 0.023 0.375
C -0.326 -0.393 0.265
H -0.180 0.629 0.482
C 0.296 0.475 -0.409
C 0.066 -0.306 -0.180
C 0.178 0.068 -2.069
C 0.195 0.087 -0.550
H -0.058 -0.081 0.024
H 0.005 0.311 0.299
H 0.420 0.051 0.597
H -0.290 -0.036 0.463

Gap between HOMO and LUMO (eV): 6.923
ΔE to the lowest compared entry with this formula, charge and spin (kJ/mol): 0.0
Energy (eV): -435947.7674

Here are the Mulliken charges for atoms 1 to 4, given in e:
1. Y 0.577
2. C -0.835
3. P 1.198
4. C 0.012

[4]
DFT (ωB97M-V/def2-TZVPD) results for a molecular structure, C50H54BaClN2O7SSbSi.

Positions of all 118 atoms, in Å:
1 H 15.02814 8.62777 9.53078
2 C 19.86515 16.58525 14.13632
3 C 21.13401 16.90324 14.61466
4 C 15.25492 14.69249 13.09138
5 C 20.77583 11.28220 13.63127
6 C 13.18842 9.02733 13.35953
7 H 23.68938 10.89491 11.27923
8 H 13.31182 7.69437 15.07790
9 C 17.90150 12.39335 14.08765
10 H 19.52592 17.01178 10.47333
11 C 21.40471 14.57732 15.29818
12 H 18.47106 15.04793 13.68896
13 O 18.62122 8.99439 12.71447
14 C 10.43522 12.77731 11.20617
15 C 13.70424 7.17537 8.59084
16 H 15.71357 13.73665 13.26362
17 C 20.37977 12.22966 17.47289
18 H 14.46659 6.72885 7.95802
19 H 10.83377 16.11525 8.64777
20 N 20.96240 11.58536 12.20425
21 H 22.81282 16.09808 15.75940
22 C 12.43430 6.61034 8.61877
23 C 15.05153 13.86191 7.54692
24 H 15.56340 17.51364 13.30491
25 C 11.44446 7.19134 9.41551
26 O 16.15276 11.90561 9.22754
27 H 12.53717 12.38412 13.53444
28 O 16.72363 10.26502 11.82761
29 H 12.81670 11.87866 15.92394
30 C 11.05005 15.73702 7.62292
31 C 12.77886 11.36348 13.84791
32 C 13.12138 9.80188 15.64797
33 C 21.95324 13.25787 10.62740
34 H 13.24342 9.59633 16.71318
35 O 16.98709 12.11653 7.00727
36 C 8.50752 11.14852 9.98422
37 C 20.15319 14.19620 14.73052
38 C 8.12445 12.33317 10.62760
39 Si 19.60972 12.35311 14.68875
40 Sb 12.98384 10.95920 10.83513
41 H 23.60210 12.43118 9.40773
42 H 19.51876 9.45466 15.63849
43 H 12.22986 5.72470 8.02681
44 C 17.02768 17.52014 11.57530
45 H 21.68253 9.78484 19.32248
46 H 18.92148 15.64634 9.39645
47 C 22.78758 10.84662 10.62328
48 H 11.15706 13.45825 11.63571
49 C 21.75866 12.83508 12.07826
50 C 21.53553 10.44347 11.46594
51 H 21.91278 9.68080 12.18228
52 H 20.69555 10.00896 10.84688
53 C 13.60929 15.77814 8.11514
54 C 13.99099 8.28846 9.44153
55 H 13.91226 12.22294 6.66657
56 H 10.21083 10.12004 9.10738
57 H 22.02586 13.78826 15.81935
58 H 17.32362 18.56397 11.42386
59 H 21.52200 17.88934 14.51926
60 H 10.97267 16.58037 6.93050
61 H 14.87484 15.03052 14.04737
62 C 12.44876 15.15465 7.57503
63 C 12.94140 10.31642 12.91222
64 H 7.78809 10.44920 9.54098
65 H 20.19948 10.36199 13.71501
66 C 12.68984 13.83944 7.14504
67 C 16.13586 15.66381 12.34826
68 H 13.38878 8.25462 12.61202
69 H 7.05119 12.61208 10.63249
70 H 22.01554 11.97457 8.89848
71 H 15.74585 15.83415 8.25331
72 C 12.92280 11.09587 15.20221
73 C 12.96592 8.91992 10.12252
74 N 16.99715 15.22231 11.38152
75 C 14.90370 15.21457 7.99847
76 C 13.91724 13.21507 7.06209
77 C 9.89175 10.86792 9.84860
78 H 19.25080 17.30464 13.61682
79 C 9.08454 13.13384 11.18512
80 C 19.42089 15.24788 14.14964
81 H 21.76153 11.06808 14.16226
82 H 14.37207 14.46859 12.41107
83 H 22.56881 14.15512 10.62314
84 H 21.23362 13.67665 12.54843
85 H 20.28414 13.30117 17.51547
86 H 8.78934 14.09517 11.57011
87 O 18.21605 8.99673 10.34564
88 H 21.01478 13.63760 10.17478
89 O 16.70918 7.84373 11.72651
90 Ba 17.96704 12.51863 10.88514
91 H 20.57622 8.35405 17.43447
92 H 10.43896 6.80868 9.35894
93 H 11.84808 13.28374 6.76107
94 Cl 17.51628 9.01886 11.66431
95 C 19.94440 11.51662 16.35735
96 H 22.73898 12.67755 12.54551
97 H 13.50362 16.78983 8.54130
98 H 21.21600 12.09066 19.47089
99 C 20.53644 9.44587 17.47468
100 O 17.27658 14.02099 8.73467
101 C 21.12530 10.22045 18.50380
102 C 11.71590 8.32329 10.16420
103 H 10.31108 14.93723 7.37703
104 H 17.45872 13.28884 14.51525
105 C 13.22623 8.73450 14.74116
106 C 21.85171 15.89150 15.28179
107 H 10.97326 8.77308 10.83004
108 C 20.95972 11.57789 18.53557
109 C 17.55728 16.39020 10.90659
110 S 16.42745 12.88210 8.08575
111 H 22.96804 10.02739 9.93247
112 C 18.67805 16.57599 9.90753
113 C 16.12210 17.06679 12.49169
114 C 10.85297 11.55974 10.57504
115 H 18.40177 17.31694 9.14831
116 H 17.25099 11.54796 14.16309
117 C 22.63242 12.13859 9.80578
118 C 19.94740 10.09376 16.42541

Force components x, y, z for each atom (eV/Å):
H -0.401 0.179 -0.295
C 0.601 -0.871 -0.478
C -0.659 -1.338 0.707
C -1.119 -0.115 -1.651
C 0.580 -0.154 0.350
C 0.100 -0.403 0.310
H -0.677 0.135 -0.333
H 0.202 0.522 -0.090
C 1.302 0.622 -0.401
H 0.041 -0.467 -0.535
C -0.336 -0.910 0.488
H -0.350 -0.135 -0.149
O -2.720 0.075 -1.824
C -0.229 -1.364 -0.709
C 0.041 0.437 1.304
H 0.523 -0.455 0.084
C -0.293 -0.136 -0.455
H 0.084 0.137 0.288
H 0.072 -0.225 -0.660
N 0.044 1.065 0.471
H -0.184 0.143 -0.224
C 0.167 0.538 -0.005
C -1.247 0.589 0.871
H 0.019 0.450 -0.289
C 0.020 -0.195 -0.260
O -1.194 1.640 -2.029
H 0.256 -0.324 -0.001
O 0.528 -1.684 -0.357
H 0.065 0.435 0.259
C 0.178 -0.441 0.566
C 0.040 -0.558 -0.109
C 0.292 -1.198 -0.054
C 0.298 0.079 -0.127
H -0.161 0.121 -0.240
O -0.027 0.473 -1.048
C 0.954 0.323 -0.357
C 1.085 0.591 0.386
C -1.209 -1.357 -0.622
Si -1.737 0.535 -0.782
Sb 0.719 0.078 0.243
H 0.173 0.198 0.148
H 0.126 0.649 0.121
H -0.127 0.126 -0.056
C 1.476 0.575 -1.446
H -0.139 -0.409 0.038
H 0.277 0.026 0.017
C -0.319 -0.200 0.092
H 0.094 -0.075 0.196
C -0.642 -0.250 -0.526
C 0.192 0.083 -0.452
H -0.548 0.225 -0.347
H 1.127 0.112 0.471
C -0.095 0.420 -1.198
C 0.495 -0.704 -1.358
H 0.415 -0.604 0.071
H -0.268 -0.033 0.761
H -0.660 1.002 -0.666
H 0.022 -0.396 -0.109
H 0.271 0.669 0.069
H -0.183 -0.146 0.017
H -0.047 0.400 0.156
C 1.729 -1.043 1.228
C -0.398 1.297 0.188
H 0.188 0.534 0.025
H 0.076 -0.314 -0.249
C -1.153 0.730 -1.032
C -0.304 -0.176 0.757
H -0.192 0.057 0.375
H 0.821 -0.133 0.175
H 0.233 -0.293 0.451
H 0.260 -0.354 0.534
C -0.349 -0.115 -0.343
C -0.263 0.430 0.141
N 0.342 1.260 0.194
C -1.305 -0.808 -0.089
C 0.110 0.716 0.702
C -0.874 -0.310 -0.225
H -0.106 0.182 0.005
C 0.931 0.726 0.161
C 0.244 0.097 0.479
H -0.646 0.267 -0.554
H 0.503 0.136 0.828
H 0.240 0.112 0.115
H 0.180 -0.538 0.371
H -0.002 0.283 -0.205
H -0.005 0.213 0.266
O -1.118 0.888 1.361
H 0.183 -0.585 0.177
O -0.680 0.140 0.528
Ba 0.363 0.581 1.597
H 0.140 0.315 0.353
H -0.209 -0.269 0.286
H -0.291 -0.150 -0.054
Cl 3.816 0.364 0.244
C 0.363 -0.316 -0.198
H 0.098 0.304 0.211
H 0.260 -0.503 -0.234
H 0.216 0.090 -0.543
C 0.837 0.121 0.846
O -1.260 -3.054 -2.276
C -0.272 -1.322 -0.063
C -0.409 -0.234 0.135
H 0.459 0.760 0.095
H -0.317 0.154 0.019
C -0.132 0.686 -0.521
C 0.430 0.106 -0.341
H -0.027 -0.332 -0.476
C -0.062 0.147 1.071
C -0.353 1.101 0.215
S 2.956 1.492 3.576
H 0.161 -0.199 -0.082
C -0.180 -0.071 0.606
C -1.085 -2.398 1.340
C 0.044 0.940 0.569
H -0.015 -0.152 -0.010
H -0.320 -0.643 0.058
C -0.902 -0.073 -0.449
C -0.260 0.646 -0.581

Gap between HOMO and LUMO (spin up / spin down) (eV): 4.996 / 5.008
Total charge: -2
ΔE to the lowest compared entry with this formula, charge and spin (kJ/mol): 114.5
Energy (eV): -108499.1778

Here are the Mulliken charges for atoms 1 to 4, given in e:
1. H 0.417
2. C -0.526
3. C -0.504
4. C -0.727

Q: The highest energy belongs to which entry?
A: C2H3F3OSi

Q: Which value of energy does entry 1 give?
A: -113453.2946 eV

Q: Which value of energy does entry 1 give?
A: -113453.2946 eV

Q: ΔE to the lowest compared entry with this formula, charge and spin of number 4 (C50H54BaClN2O7SSbSi)?
A: 114.5 kJ/mol